C40H53EuN10O2 as an isolated structure in a non-equilibrium geometry, computed with ωB97M-V with the def2-TZVPD basis set.

Computed properties:
Spin multiplicity: 8
F_max, eV/Å: 3.436
HOMO (spin up / spin down), eV: -2.5 / -3.5
Energy above the lowest of the compared OMol25 structures with the same formula, charge and spin, kcal/mol: 12.4
Electronic energy, eV: -80665.80385
HOMO-LUMO gap (spin up / spin down), eV: 4.428 / 5.460
Net charge: -1

```
106
Properties=species:S:1:pos:R:3:mulliken_charge:R:1
H 6.991 -0.126 3.328 0.232
H -2.414 -3.798 4.573 0.204
C 0.513 -0.811 2.957 0.047
C 3.547 -1.206 -2.743 0.311
C -3.617 -4.179 -0.844 -1.097
H -3.217 -0.548 -4.650 0.028
H 1.484 -3.857 -3.395 0.307
H 5.508 -0.181 4.245 0.231
C 0.991 5.332 1.593 -0.708
H -0.888 6.066 2.616 0.216
C -0.484 5.237 -3.161 -1.212
H -0.902 -0.149 5.582 0.033
H -5.193 -2.793 -0.390 0.330
C -0.333 6.132 1.648 -1.020
H -2.746 -2.869 -4.527 0.318
C 1.061 3.245 -0.797 -1.076
C 1.057 2.856 0.550 0.281
C -1.050 -0.432 -3.300 -0.338
H 0.854 4.297 -4.682 0.440
H -1.546 -1.726 5.988 0.229
H -4.689 -1.431 -5.047 0.501
H 3.544 -2.493 -4.519 0.429
C -1.961 2.178 -5.773 -0.957
O 2.749 -0.313 -2.248 -0.452
H -4.614 -0.644 -3.531 0.320
H -2.228 -5.520 4.394 0.354
H -1.294 5.323 -3.920 0.281
H -1.069 5.906 0.843 0.243
H 1.967 -1.811 -4.172 0.025
H -5.418 -4.380 0.320 0.366
N 3.649 -0.333 0.792 0.241
H 1.289 3.098 4.854 0.412
H 1.016 0.724 4.326 0.418
C 0.574 -1.704 5.387 -1.139
N 3.925 -0.447 2.071 -0.487
C 0.376 -1.893 3.892 0.727
C -3.410 -2.552 -3.722 -0.869
H 1.748 5.760 2.285 0.347
N 5.853 -0.181 0.936 -1.044
H -2.541 -4.509 2.957 0.165
C -0.672 -1.075 6.098 -0.748
H -3.087 -5.050 -0.360 0.322
C -0.331 0.727 -2.995 0.432
H -1.554 4.024 4.154 0.257
H 1.479 4.270 -1.065 -0.146
C 0.764 3.046 2.784 0.831
C -1.028 -3.161 0.785 0.360
O 4.749 -1.299 -2.518 -0.775
C 0.838 0.541 3.260 0.009
H 4.736 -0.055 -0.934 0.666
H 3.096 -3.482 -1.031 0.229
C -2.596 -2.374 -2.505 0.724
N 0.134 -1.189 1.668 -0.615
C -0.496 1.835 -5.389 -1.133
C 0.832 1.655 2.427 -0.640
C -0.278 -2.519 1.796 0.256
H 1.607 4.601 -3.122 0.340
H -4.225 -3.234 1.085 0.245
C 0.552 2.390 -1.817 1.018
Eu 1.476 -0.576 -0.287 1.449
C 0.517 3.519 4.171 -1.191
N 0.170 1.062 -1.732 -0.406
H -1.019 3.539 5.790 0.325
C 4.803 -0.158 0.134 -0.351
N 1.067 1.576 1.071 0.170
C 2.862 -2.265 -3.707 -0.283
H 0.749 -2.726 5.854 0.391
N -0.759 -1.728 -1.232 0.193
H -0.334 0.806 -5.807 0.318
N 2.185 -3.257 -1.505 -0.388
H 3.151 -4.376 -3.082 0.401
C 0.814 3.813 1.636 0.063
C 0.411 2.866 -3.217 0.195
C -0.524 -4.358 3.683 -1.044
H 1.462 5.514 0.607 0.256
H -0.205 -5.080 2.922 0.372
H -2.255 3.170 -5.490 0.297
C -2.030 -4.540 3.902 -0.859
N 5.979 -0.105 3.360 -0.587
N 5.306 -0.305 2.164 1.071
H -4.092 -4.607 -1.756 0.499
H -0.161 6.249 -2.962 0.377
H 1.555 -3.971 -1.163 0.165
C -0.893 3.326 4.700 -1.024
H -1.262 2.304 4.573 0.201
C -4.001 -1.211 -4.239 -0.858
C -1.471 -2.707 -0.512 -0.391
H -2.080 2.044 -6.868 0.332
H -2.675 1.507 -5.197 0.105
H -1.378 -0.573 -4.359 0.513
H -4.196 -3.331 -3.610 0.267
H 1.513 -1.141 5.582 0.377
H -0.454 -0.996 7.152 0.383
C -2.614 -3.152 -1.341 -0.398
C -4.678 -3.598 0.146 -1.126
H 0.172 2.549 -5.829 0.497
H -0.152 7.204 1.494 0.410
C 0.665 4.295 -3.599 -1.062
H 0.017 -4.701 4.589 0.403
H -1.496 -4.151 1.089 0.070
H 0.638 4.621 4.120 0.336
C -0.150 -2.974 3.208 -0.078
C 2.430 -3.546 -2.959 -0.759
H -0.993 4.863 -2.266 0.289
C -1.466 -1.440 -2.339 -0.685
C -0.208 1.829 -3.928 0.495
```

---

C40H54ClIN10OS2Si2TeV as an isolated structure in a non-equilibrium geometry, computed with ωB97M-V with the def2-TZVPD basis set.

Computed properties:
Spin multiplicity: 4
F_max, eV/Å: 4.048
HOMO (spin up / spin down), eV: -6.8 / -6.9
Energy above the lowest of the compared OMol25 structures with the same formula, charge and spin, kcal/mol: 25.8
Electronic energy, eV: -150334.14393
HOMO-LUMO gap (spin up / spin down), eV: 6.150 / 6.267
Net charge: 0

```
113
Properties=species:S:1:pos:R:3:mulliken_charge:R:1
H -0.454 5.464 -3.450 0.426
H 5.521 0.397 -5.431 0.393
Cl 4.589 -6.467 2.616 -0.259
H 0.090 0.779 4.878 0.121
H 2.618 4.459 -0.600 0.391
H 3.485 -4.606 4.473 0.391
C 4.555 -0.088 -5.324 -0.416
H 1.017 -2.690 -5.073 0.137
H -2.196 5.233 0.643 0.283
N 1.523 -2.265 -5.850 -0.288
C 4.097 0.101 -0.651 0.061
H -1.117 -3.114 1.807 0.114
H -4.342 -1.760 3.254 0.264
C 2.322 -2.896 1.722 0.680
C -0.716 -0.549 -3.882 0.724
H -4.155 -4.318 -0.033 0.352
N 2.720 -1.003 -4.173 0.437
N -1.888 -1.323 0.198 0.136
C 2.478 -1.374 -5.456 0.364
C -4.063 -1.270 -1.399 -0.581
H -5.177 -2.335 1.794 0.378
C 1.559 4.572 5.024 -1.123
C 2.348 -2.973 0.190 -0.027
C -4.396 -2.549 2.485 -1.086
H -4.392 -0.366 -0.872 -0.019
H 2.223 5.161 4.377 0.322
H -3.843 3.593 -1.785 0.422
C -2.228 1.902 1.610 -0.049
H -3.482 -2.133 -5.177 0.374
H -4.823 -1.618 -2.073 0.502
C -2.892 -2.061 0.574 0.165
H -5.644 -3.340 -0.022 0.339
C 1.002 5.133 -1.879 -0.642
H 1.415 -0.911 4.146 0.011
C -1.864 -0.787 -4.721 -0.815
H 1.004 6.171 -1.527 0.386
I 2.958 -4.423 -2.462 -0.049
Si 1.332 2.881 4.258 0.291
C 1.846 4.160 -1.305 -0.782
H -5.081 2.281 2.313 0.312
H -2.102 -4.242 2.785 0.341
H -2.679 0.897 1.546 -0.166
H 2.575 -2.599 5.502 0.504
C 3.028 2.009 4.334 -0.781
N 0.611 0.993 -2.815 1.262
C 3.958 -0.299 -4.128 -0.057
N -0.171 0.701 -3.877 -0.611
H 1.513 3.533 1.887 0.239
H -3.663 1.855 -1.570 0.124
N -3.119 -2.696 1.778 0.381
H 2.260 2.092 -1.054 0.573
H -0.549 -3.557 -2.350 0.206
H 2.052 4.569 5.993 0.318
H -5.974 3.243 1.117 0.366
C -5.164 2.533 1.245 -1.124
C 1.886 -1.753 3.670 -0.275
C 4.482 -0.005 -2.872 -0.401
H 0.618 5.116 5.064 0.312
C -1.964 -3.176 2.505 -0.984
H -5.432 1.608 0.754 0.268
H -0.950 2.197 5.072 0.360
H -0.387 3.077 -4.240 0.414
N 3.617 -0.316 -1.808 0.688
H -2.280 2.872 -1.548 -0.168
H -2.182 0.036 -5.350 0.469
C 2.933 -4.010 2.467 0.493
H -4.807 -3.629 -1.562 0.441
H -2.556 -3.938 -3.688 0.460
C 5.626 0.678 -2.489 -0.557
S 3.628 -0.620 -6.627 -0.259
C 0.179 4.751 -2.944 -0.425
H 3.056 1.112 3.680 -0.026
Si -3.435 3.051 0.652 0.337
C 0.700 3.111 2.479 -0.547
C -4.668 -3.464 -0.479 -1.281
H -3.203 4.994 2.092 0.313
H -4.602 -3.480 2.987 0.318
H -1.775 -2.594 3.424 0.326
C 0.067 1.836 5.173 -0.927
C 2.978 -4.170 -0.349 -0.202
C -3.154 4.870 1.023 -1.123
H -2.243 2.187 2.665 0.246
H 0.292 1.888 6.237 0.362
C -3.319 2.813 -1.235 -0.359
H 1.370 -2.606 -6.779 0.213
C -2.020 -3.007 -3.815 -0.552
N -3.902 -2.258 -0.360 0.428
H -3.138 -1.060 -1.970 -0.058
C 0.172 3.427 -3.384 -0.683
N 3.365 0.018 0.463 0.462
H -3.975 5.450 0.603 0.335
H 3.652 -6.281 -0.039 0.400
C 2.506 -2.712 4.440 -0.768
C 0.782 2.397 -2.592 -0.340
C 3.434 -5.307 0.407 -0.553
H -0.104 3.868 2.513 0.247
O 1.809 -2.044 -0.501 0.163
V 1.657 -0.709 -2.325 -1.371
H 3.215 1.656 5.334 0.344
C -0.860 -2.770 -3.041 -0.227
C -2.539 -1.998 -4.662 -0.662
C 3.539 -5.183 1.808 -0.070
H 2.603 -0.637 0.429 -0.472
S 5.711 0.900 -0.791 -0.215
N 1.835 -1.777 2.315 0.200
C 1.659 2.811 -1.563 0.090
H -1.129 -1.424 0.873 -0.507
H 6.400 1.059 -3.129 0.431
C 3.035 -3.856 3.845 -0.963
H 3.836 2.690 4.044 0.366
H 3.746 0.226 1.365 0.244
Te -0.142 1.583 1.217 0.065
C -0.142 -1.596 -3.068 0.965
```

---

C40H54F6N3O8S6Tb as an isolated structure in a non-equilibrium geometry, computed with ωB97M-V with the def2-TZVPD basis set.

Computed properties:
Spin multiplicity: 7
F_max, eV/Å: 3.087
HOMO (spin up / spin down), eV: -1.7 / -1.7
Energy above the lowest of the compared OMol25 structures with the same formula, charge and spin, kcal/mol: 5.3
Electronic energy, eV: -166963.64005
HOMO-LUMO gap (spin up / spin down), eV: 5.538 / 5.495
Net charge: -2

```
118
Properties=species:S:1:pos:R:3:mulliken_charge:R:1
N 4.256 3.814 -2.233 -0.669
H -3.446 -5.714 3.726 0.570
C 0.879 -2.639 -3.058 0.001
H -0.508 2.990 -4.757 0.475
C 6.686 -2.748 0.482 0.141
H -5.287 5.772 -0.829 0.365
H -0.760 5.605 -2.119 0.225
F 6.719 2.627 0.447 -0.232
S 1.996 -1.351 -3.350 -0.361
H -4.351 -5.917 1.361 0.381
C -1.064 1.758 1.726 -1.423
S 4.509 3.520 -0.699 1.042
O 4.549 4.801 -0.006 -0.768
C -1.928 2.206 0.582 -0.538
C -3.236 2.651 0.871 -0.269
H -1.978 -0.537 1.947 0.816
O 0.096 -6.384 -3.002 -0.716
C -1.307 -4.240 1.470 0.145
Tb 1.206 0.285 -1.266 -0.905
F 4.977 1.122 -3.906 -0.177
H -4.647 5.853 0.823 0.297
C 3.503 -0.083 2.913 -0.915
F 6.341 1.791 -1.429 -0.224
H -1.719 1.657 2.602 0.187
C -4.001 3.374 -0.021 -0.393
H -2.649 -2.551 1.815 0.308
H -5.671 2.275 1.643 0.480
H 4.079 -4.314 2.100 0.443
C -1.476 3.733 -2.937 2.780
C -1.259 -0.547 1.189 -2.379
C 0.959 -3.618 0.678 -0.346
H 3.650 -2.236 0.190 -0.149
H -1.869 1.922 -4.232 0.176
H 4.499 2.342 2.482 0.184
C -6.336 3.185 -0.754 -1.519
H -1.886 5.004 -4.620 0.444
H 2.154 -6.232 0.785 0.341
H 3.680 2.287 4.064 0.444
H 0.183 4.856 -3.406 0.714
O 2.569 2.005 -2.681 0.019
C 1.477 1.163 3.237 -1.755
O 6.793 -2.987 -0.623 -0.137
C 2.993 -4.095 2.028 -1.699
H -3.205 -5.718 0.048 0.326
C -0.722 -1.926 1.072 1.180
H -2.032 -4.687 4.061 0.307
H -0.379 2.575 1.936 0.232
S 3.355 3.081 -3.269 1.230
H 0.902 -0.785 2.573 -0.337
H 4.275 -3.825 -0.329 0.547
C -2.390 4.610 -3.751 -2.371
C -1.038 2.576 -3.885 -1.131
F 5.610 2.987 -4.706 -0.259
C -2.335 -5.265 1.950 2.116
C -5.826 3.337 1.645 -2.269
H 3.035 -2.994 -1.233 -0.394
O 3.823 2.463 -0.031 -0.368
C 2.449 -4.089 0.580 2.560
C 0.148 -5.176 -2.830 0.699
O -0.180 1.987 -1.061 0.250
C -0.295 4.666 -2.520 -1.851
H -1.826 -0.319 0.276 0.364
C -0.017 -4.552 1.108 -0.677
H -6.015 3.440 -1.760 0.326
N -0.301 0.542 1.508 1.657
O 2.728 3.967 -4.159 -0.698
H 1.102 2.184 3.122 0.699
H 0.308 -5.567 1.065 0.415
C -5.445 5.437 0.154 -1.627
C -0.407 -2.572 -2.628 0.005
H -0.900 -6.641 2.783 0.377
O 1.327 -1.359 0.013 1.141
C -3.512 -5.262 0.987 -1.601
H -3.969 -4.314 0.730 0.258
H -3.568 -4.073 3.347 0.353
C 3.362 -3.227 -0.268 -1.310
H -6.328 2.114 -0.638 0.407
H -3.262 4.004 -4.125 0.422
S 1.560 -4.251 -3.332 -0.203
N 2.754 1.115 2.548 0.897
C -5.374 3.837 0.318 2.176
C -2.123 3.214 -1.623 -0.713
C -1.643 -2.887 1.458 -1.021
H -6.903 3.475 1.687 0.493
C -1.736 -6.687 2.078 -1.939
H -3.645 2.381 1.820 0.460
H -7.433 3.498 -0.719 0.372
H -0.300 1.962 -3.363 -0.080
H -0.292 0.099 3.539 0.436
H -2.489 -7.384 2.530 0.418
H -3.882 4.354 -1.902 0.277
C 0.433 0.174 2.761 -0.173
H 1.977 -5.629 -0.907 0.078
H 2.884 -0.934 2.758 -0.119
S -1.136 -4.160 -2.124 -0.176
H -5.280 3.835 2.472 0.286
C -2.857 -4.905 3.361 -1.866
S -1.183 -1.090 -2.290 -0.322
H 4.383 -0.197 2.300 0.328
H 2.773 -3.108 2.399 0.132
H 0.298 4.092 -1.817 0.193
C 0.546 -2.282 0.523 0.080
H 3.609 -5.760 -0.156 0.486
C 6.255 2.943 -0.767 0.534
H 2.916 3.174 2.706 0.257
C -3.383 3.684 -1.227 -0.098
H 2.490 -4.904 2.549 0.328
H -2.910 5.426 -3.263 0.404
H 1.673 0.999 4.299 0.520
H 3.735 -0.012 3.973 0.439
C -1.400 2.429 -0.694 0.733
H -6.410 5.813 0.463 0.460
C 4.530 2.224 -4.444 0.435
C 3.505 2.279 2.952 -1.184
F 3.911 2.005 -5.591 -0.216
C 2.557 -5.520 0.035 -1.537
H -1.385 -7.082 1.077 0.283
F 7.130 3.756 -1.389 -0.246
```

---

C40H55CaN7O4 as an isolated structure in a non-equilibrium geometry, computed with ωB97M-V with the def2-TZVPD basis set.

Computed properties:
Spin multiplicity: 1
F_max, eV/Å: 1.161
HOMO, eV: -6.1
Energy above the lowest of the compared OMol25 structures with the same formula, charge and spin, kcal/mol: 0.0
Electronic energy, eV: -79437.92833
HOMO-LUMO gap, eV: 5.767
Net charge: 0

```
107
Properties=species:S:1:pos:R:3:mulliken_charge:R:1
H 1.830 -7.061 1.290 0.390
C 3.449 4.712 2.267 -0.944
C -0.707 0.206 -3.329 -0.450
H 3.953 1.498 6.001 0.390
N 0.361 -1.774 1.272 -0.473
H 3.736 0.489 4.567 0.099
O -3.108 0.609 -0.804 -0.462
C 0.077 -5.469 -3.405 -1.088
H 0.504 -5.002 -4.294 0.308
O -2.138 0.916 2.050 -0.133
C -4.555 0.001 4.413 -0.894
C 1.067 4.866 -2.554 -1.162
H -0.926 0.302 -4.387 0.316
H 3.486 -2.380 4.138 0.190
C -1.239 -4.791 -3.024 -1.309
H 2.078 2.977 5.260 0.404
H -4.146 -1.462 2.634 0.236
H 3.033 4.502 -1.706 0.182
H 1.238 -4.392 4.698 0.426
C -3.075 -1.812 -5.175 -1.137
C 2.171 1.971 4.842 -1.261
H 3.731 5.754 2.416 0.395
H 3.503 -3.608 5.406 0.384
C -0.065 2.890 -4.828 -1.382
N 0.015 1.492 -1.374 0.078
C 1.587 -3.403 4.392 -1.236
Ca -0.703 -0.004 0.230 3.569
N -3.348 -1.001 2.229 -0.380
C 1.108 2.334 -5.633 -1.146
H 2.044 2.803 -5.326 0.260
C -1.634 -2.289 -4.999 -1.122
H 1.332 5.108 2.288 0.359
N -2.738 -1.541 1.092 -0.347
C -0.302 -3.531 -0.287 -0.382
H -4.858 0.618 5.253 0.250
H -1.674 -5.299 -2.158 0.424
C -0.253 1.378 -2.700 -0.132
C 1.011 -3.063 3.055 0.582
H 2.774 -5.648 1.769 0.238
O -3.616 0.778 3.674 -0.346
N -0.550 -1.444 -1.535 -0.212
H 1.216 1.261 -5.473 0.234
H -4.097 -0.916 4.786 0.360
H -2.327 -2.446 1.301 0.380
H -3.210 -0.809 -4.765 0.231
H 4.179 4.086 2.782 0.224
C -0.843 -1.089 -2.809 -0.185
H 3.531 -4.081 3.704 0.238
C 1.200 0.796 2.704 0.288
C 1.186 -0.519 3.197 -0.875
C 0.054 2.636 -3.358 0.962
H 3.528 4.486 1.203 0.134
N -2.830 4.087 -1.522 -0.827
C 1.609 3.015 2.563 0.486
H 1.232 4.238 0.156 0.415
H -5.438 -0.224 3.810 0.328
N 0.858 1.151 1.449 -0.200
H 1.980 4.671 3.845 0.419
C 0.607 -3.912 2.070 0.714
H -1.527 -3.297 -5.408 0.428
H -0.060 -6.531 -3.608 0.377
C 1.841 -5.971 1.305 -1.003
C 0.530 3.478 -2.390 0.204
C -1.067 -3.336 -2.720 0.626
C -2.983 0.259 2.610 0.416
C 2.037 4.432 2.780 -1.155
H 1.530 -0.635 4.220 0.344
H 0.651 5.312 -3.461 0.473
H 0.722 5.495 -1.727 0.354
H 1.200 -2.708 5.144 0.388
H -3.388 -1.577 0.315 0.353
C 1.667 1.973 3.433 0.558
H -3.660 2.871 -2.650 0.393
H -1.861 2.820 -0.077 -0.262
C 1.098 2.477 1.306 -0.157
H 4.288 2.146 4.393 0.225
H -3.562 3.144 0.216 0.646
C 0.638 -5.407 2.060 -1.085
C -0.637 -2.789 -1.440 -0.379
H -1.966 -4.914 -3.831 0.483
H 0.976 2.507 -6.701 0.399
H 2.968 4.332 -3.453 0.248
H -1.915 4.178 -1.956 0.153
H -3.365 -1.794 -6.226 0.384
C 0.933 3.196 0.116 -0.639
C 0.199 -3.077 0.943 -0.235
H 0.810 -5.367 -2.603 0.228
H 1.530 1.334 5.459 0.372
C -1.195 -2.280 -3.570 0.340
C 3.620 1.499 4.963 -0.860
H -0.395 -4.607 -0.386 0.297
C 0.854 -1.710 2.529 -0.299
H -0.998 2.455 -5.198 0.335
H -3.765 -2.471 -4.644 0.315
O -3.779 1.905 -2.474 -0.504
H 0.644 -5.777 3.089 0.367
H 1.853 -5.618 0.273 0.191
C 2.593 4.919 -2.613 -1.182
H -0.282 -5.793 1.609 0.348
C 3.114 -3.367 4.416 -1.010
H -0.967 -1.658 -5.594 0.390
H -0.149 3.967 -5.001 0.518
H -3.072 4.962 -1.081 0.239
C -3.229 1.710 -1.284 0.111
C 0.506 2.730 -1.144 -0.503
H 2.952 5.942 -2.727 0.420
C -2.822 2.981 -0.573 0.538
```